Entry i
ORCA calculation (the ωB97M-V functional and the def2-TZVPD basis) on 8 unconnected molecules or ions with the total composition H16O8.

Output
Kohn-Sham gap, eV: 10.1
HOMO level, eV: -10.070
SMILES string: O.O.O.O.O.O.O.O
LUMO energy, eV: 0.08

```
! wB97M-V def2-TZVPD RIJCOSX def2/J DEFGRID3
* xyz 0 1
O -0.33950 -1.28604 -2.35138
H 0.19650 -0.78604 -2.95038
H -0.35250 -0.75704 -1.56338
O -0.20750 -0.00004 0.10462
H -0.34550 -0.50004 0.96262
H 0.74550 0.07196 0.01962
O -2.04550 1.93996 0.74762
H -2.81350 1.62396 0.24362
H -1.41350 1.21696 0.55562
O 2.82150 2.20796 -0.68238
H 2.96450 2.03696 0.28862
H 2.18650 2.88196 -0.58538
O -2.56850 -0.19804 2.57462
H -2.80750 0.69096 2.32462
H -3.31050 -0.63204 3.00062
O 2.31350 0.18096 -2.70638
H 2.36750 0.73496 -1.91938
H 2.95450 0.53996 -3.29238
O 2.20350 -0.74804 0.34262
H 2.03250 -1.70004 0.22662
H 3.15650 -0.68804 0.58762
O -2.24450 -2.46504 1.26662
H -2.28750 -1.61604 1.69362
H -3.20650 -2.75004 1.11162
*
```

=====

Entry ii
ORCA calculation (the ωB97M-V functional and the def2-TZVPD basis) on 8 unconnected molecules or ions with the total composition H16O8.

Output
Kohn-Sham gap, eV: 10.1
HOMO level, eV: -10.280
SMILES string: O.O.O.O.O.O.O.O
LUMO energy, eV: -0.22

```
! wB97M-V def2-TZVPD RIJCOSX def2/J DEFGRID3
* xyz 0 1
H 0.52728 0.76394 1.27549
H -1.06372 0.85706 1.61284
H -3.69119 -1.41457 -0.24877
H -2.92539 -2.22975 -1.28583
H -4.39230 1.16679 -0.33396
H -3.16932 0.29228 0.18128
H 2.60620 2.38689 2.85679
H 2.92040 4.02123 2.99655
H -1.16532 1.11012 -3.85533
H -1.32502 -0.10959 -2.90419
H 1.25494 0.40984 -0.40603
H 1.26615 -0.98941 -0.69806
H 3.03742 0.71036 -0.72892
H 3.30913 0.14026 -2.10527
H 1.43319 -3.22380 1.72226
H 1.86827 -4.00242 2.93570
O -0.33229 0.68862 0.91488
O -2.78349 -1.90986 -0.39014
O -3.47413 0.97671 -0.48072
O 3.16477 3.17897 2.60370
O -1.81728 0.32552 -3.65373
O 0.66408 -0.23132 -0.75268
O 3.01010 0.89360 -1.67727
O 1.07751 -3.81147 2.42143
*
```

=====

Entry iii
ORCA calculation (the ωB97M-V functional and the def2-TZVPD basis) on 8 unconnected molecules or ions with the total composition H16O8.

Output
Kohn-Sham gap, eV: 9.5
HOMO level, eV: -10.206
SMILES string: O.O.O.O.O.O.O.O
LUMO energy, eV: -0.74

```
! wB97M-V def2-TZVPD RIJCOSX def2/J DEFGRID3
* xyz 0 1
O 30.00500 -11.47400 2.35300
H 30.42200 -11.23200 3.18300
H 29.68600 -10.64800 2.14000
O 27.87300 -9.78000 3.55300
H 27.35100 -9.69200 4.30500
H 27.67600 -8.98700 3.12800
O 22.47700 -11.72800 1.48700
H 23.01800 -10.90500 1.74800
H 22.97400 -12.43800 1.84800
O 23.48700 -11.11100 4.46500
H 22.57100 -10.96300 4.22500
H 23.87900 -10.26100 4.41600
O 25.99000 -13.27900 4.79300
H 25.14000 -13.38100 5.19900
H 25.93000 -12.65400 4.06900
O 26.04600 -11.57500 2.68700
H 26.77400 -10.96800 2.71400
H 25.20300 -11.12300 2.63000
O 27.66000 -10.30700 0.78000
H 27.13800 -11.12000 0.78400
H 26.94800 -9.64600 0.71100
O 23.92800 -9.70600 1.88900
H 24.37100 -9.57400 1.06400
H 23.28600 -9.01000 2.10300
*
```

=====

Entry iv
ORCA calculation (the ωB97M-V functional and the def2-TZVPD basis) on 8 unconnected molecules or ions with the total composition H16O8.

Output
Kohn-Sham gap, eV: 10.3
HOMO level, eV: -10.775
SMILES string: O.O.O.O.O.O.O.O
LUMO energy, eV: -0.47

```
! wB97M-V def2-TZVPD RIJCOSX def2/J DEFGRID3
* xyz 0 1
O -1.77264 -23.24658 22.46002
H -2.74085 -23.33858 22.36481
H -1.49698 -24.01940 22.96645
O -5.54626 -24.83678 19.36125
H -5.49814 -25.22474 18.47728
H -6.47142 -24.94210 19.62623
O 0.01106 -21.18575 21.64818
H -0.42652 -20.86738 20.85203
H -0.59882 -21.85177 22.02165
O -4.23944 -23.31685 21.31032
H -4.83156 -23.74302 20.65430
H -4.49881 -22.38719 21.30058
O 0.36193 -23.04975 18.02846
H 0.95863 -22.52516 18.57437
H -0.13979 -23.58540 18.65815
O -1.74733 -24.57454 19.61032
H -1.71398 -23.84491 20.24816
H -2.59117 -25.00226 19.77814
O -4.19346 -27.36754 20.11523
H -3.95366 -27.74028 19.25893
H -4.46920 -26.45611 19.93285
O -1.48832 -25.56652 16.37938
H -1.85783 -24.98249 17.05474
H -1.73197 -26.45261 16.66615
*
```

=====

The most stable arrangement is entry iv, and the next structure is 4.1 kcal/mol less stable.

=====

Entry i
ORCA calculation (the ωB97M-V functional and the def2-TZVPD basis) on 8 unconnected molecules or ions with the total composition H16O8.

Output
Kohn-Sham gap, eV: 11.5
HOMO level, eV: -11.438
SMILES string: O.O.O.O.O.O.O.O
LUMO energy, eV: 0.03

```
! wB97M-V def2-TZVPD RIJCOSX def2/J DEFGRID3
* xyz 0 1
O 12.11620 -19.67690 -35.84027
H 11.95436 -19.72623 -34.89814
H 12.24560 -20.58631 -36.10948
O 15.45820 -17.62348 -30.77485
H 15.99999 -17.32017 -31.50333
H 16.08605 -17.88101 -30.09978
O 10.65681 -22.21162 -25.63802
H 9.82975 -22.30424 -26.11091
H 11.31596 -22.56388 -26.23608
O 12.15895 -20.25307 -31.62229
H 12.23592 -20.83482 -30.86607
H 12.77800 -19.54501 -31.44436
O 14.14175 -23.30541 -28.00525
H 14.93952 -22.77653 -27.99656
H 14.43534 -24.17833 -28.26610
O 17.05211 -17.19893 -34.53904
H 16.36665 -17.80935 -34.81063
H 17.11767 -16.57468 -35.26171
O 12.75973 -14.15550 -30.67685
H 13.16156 -14.30781 -31.53216
H 13.13441 -14.83128 -30.11191
O 9.36831 -23.66564 -32.88277
H 10.00408 -23.01819 -32.57808
H 9.00332 -24.03948 -32.08073
*
```

=====

Entry ii
ORCA calculation (the ωB97M-V functional and the def2-TZVPD basis) on 8 unconnected molecules or ions with the total composition H16O8.

Output
Kohn-Sham gap, eV: 10.5
HOMO level, eV: -10.133
SMILES string: O.O.O.O.O.O.O.O
LUMO energy, eV: 0.38

```
! wB97M-V def2-TZVPD RIJCOSX def2/J DEFGRID3
* xyz 0 1
H -0.09489 -0.30287 -2.16053
H -0.19969 -0.32519 -0.64443
H 2.17675 -4.24774 0.74089
H 0.90192 -4.78048 1.37415
H 1.09739 -3.97184 -3.16773
H 2.40747 -4.45929 -2.57096
H 2.89702 2.43789 0.47133
H 2.08569 1.47793 1.32588
H 0.18881 3.12358 0.97880
H 0.52080 2.12821 -0.12077
H -2.81410 3.43403 -2.17762
H -3.24285 4.58819 -1.28649
H 1.04017 -3.66768 3.45346
H 0.88235 -2.23427 2.97338
H -3.01998 2.17236 -0.22562
H -4.05112 3.01074 0.51188
O -0.21729 0.27467 -1.39865
O 1.25662 -4.01478 0.90846
O 1.83673 -3.68417 -2.62036
O 2.63622 1.51223 0.53548
O 0.05411 2.95621 0.03921
O -2.66669 3.81574 -1.30495
O 0.37189 -3.00353 3.25025
O -3.36857 2.34568 0.65610
*
```

=====

The most stable arrangement is entry i, and the next structure is 13.3 kcal/mol less stable.

=====

Entry i
ORCA calculation (the ωB97M-V functional and the def2-TZVPD basis) on 8 unconnected molecules or ions with the total composition H16O8.

Output
Kohn-Sham gap, eV: 9.5
HOMO level, eV: -10.143
SMILES string: O.O.O.O.O.O.O.O
LUMO energy, eV: -0.67

```
! wB97M-V def2-TZVPD RIJCOSX def2/J DEFGRID3
* xyz 0 1
O -3.38339 0.15487 1.31842
H -2.90801 0.69294 0.66402
H -2.78685 0.10120 2.07256
O 2.13754 -1.63494 -2.39119
H 2.38843 -1.32326 -3.26581
H 1.37642 -1.09109 -2.14160
O 2.18957 0.06751 1.55178
H 1.44452 0.68742 1.62409
H 2.89795 0.47036 2.06567
O -0.54162 -0.31145 -0.81956
H 0.02627 -0.51192 -0.06439
H -1.03007 0.49176 -0.57035
O -1.70670 -2.17021 -2.66227
H -1.47286 -1.71977 -1.83260
H -1.58042 -1.50483 -3.34410
O -1.88913 2.06486 -0.00284
H -1.16375 2.63485 -0.29360
H -2.56324 2.67352 0.33126
O -0.00351 1.78851 2.14533
H 0.75878 2.23982 2.53291
H -0.69560 2.45664 2.11609
O 3.06907 -2.35823 0.48301
H 2.85365 -2.24959 -0.45220
H 2.58294 -1.64894 0.93538
*
```

=====

Entry ii
ORCA calculation (the ωB97M-V functional and the def2-TZVPD basis) on 8 unconnected molecules or ions with the total composition H16O8.

Output
Kohn-Sham gap, eV: 10.7
HOMO level, eV: -10.581
SMILES string: O.O.O.O.O.O.O.O
LUMO energy, eV: 0.16

```
! wB97M-V def2-TZVPD RIJCOSX def2/J DEFGRID3
* xyz 0 1
O -3.94931 12.18024 -0.57128
H -3.52691 11.96949 -1.41256
H -3.68606 13.10467 -0.39375
O -2.64747 12.21055 -2.97631
H -2.11021 11.39069 -2.97074
H -2.07176 12.90445 -3.23905
O -1.00778 14.68372 -2.14873
H -0.71205 15.15761 -1.36731
H -1.93595 15.01537 -2.08684
O -1.14255 14.25954 -5.41971
H -1.90020 13.79896 -5.81081
H -1.22141 15.20035 -5.57779
O -0.33792 12.13015 -0.68549
H 0.05020 12.81087 -0.20498
H -0.72297 12.56263 -1.37590
O -1.91675 9.44423 -5.98895
H -2.83853 9.23839 -5.67243
H -1.39427 9.76044 -5.23756
O -1.40108 9.83401 -3.31879
H -0.72126 9.61162 -2.66592
H -2.13498 9.20613 -3.13208
O -3.57622 13.16494 -5.90917
H -4.06019 12.62021 -5.29698
H -3.66906 12.68944 -6.72018
*
```

=====

Entry iii
ORCA calculation (the ωB97M-V functional and the def2-TZVPD basis) on 8 unconnected molecules or ions with the total composition H16O8.

Output
Kohn-Sham gap, eV: 10.3
HOMO level, eV: -10.784
SMILES string: O.O.O.O.O.O.O.O
LUMO energy, eV: -0.53

```
! wB97M-V def2-TZVPD RIJCOSX def2/J DEFGRID3
* xyz 0 1
O 1.93583 -1.43825 -2.18854
H 2.57383 -0.74925 -2.35954
H 1.15383 -0.93825 -1.81054
O 0.13983 0.45675 2.50046
H 1.08083 0.34575 2.68446
H -0.15517 1.23875 3.00446
O 2.46383 -1.18625 0.93346
H 2.61583 -1.78725 0.19946
H 2.04083 -0.47325 0.41146
O 0.29583 0.18475 -0.86154
H -0.60017 -0.21625 -0.87654
H 0.21483 1.02475 -0.28954
O -1.83717 -1.36125 -0.97554
H -2.76417 -1.14625 -0.85154
H -1.48017 -1.18525 -0.07954
O 1.01383 3.76375 1.91546
H 0.29183 3.44775 1.34546
H 1.70083 3.14375 1.70246
O -0.87917 2.21875 0.75346
H -0.72517 1.72775 1.56446
H -1.82917 2.12575 0.73446
O -2.17417 -3.24725 -2.77154
H -3.07817 -3.48825 -2.54454
H -1.99917 -2.46125 -2.14054
*
```

=====

Entry iv
ORCA calculation (the ωB97M-V functional and the def2-TZVPD basis) on 8 unconnected molecules or ions with the total composition H16O8.

Output
Kohn-Sham gap, eV: 9.0
HOMO level, eV: -9.091
SMILES string: O.O.O.O.O.O.O.O
LUMO energy, eV: -0.07

```
! wB97M-V def2-TZVPD RIJCOSX def2/J DEFGRID3
* xyz 0 1
H -1.43712 0.49648 -0.04969
H -0.01761 0.08457 0.45602
H -1.87174 -2.03303 2.74187
H -0.65955 -2.16100 1.69703
H 2.95079 2.30733 0.62381
H 3.13642 3.70659 0.51213
H 2.98072 0.04494 -2.16718
H 4.52730 0.10133 -1.81515
H 2.81681 -3.11533 0.69545
H 3.00864 -1.70166 1.21593
H 1.35887 -2.80126 -0.96283
H 0.96981 -1.40701 -1.25549
H -2.76714 4.68012 -0.73788
H -2.74764 5.04763 0.70020
H -6.12942 -2.56686 -1.19616
H -5.30376 -1.42779 -0.51015
O -0.93897 -0.25033 0.14191
O -1.68217 -2.07758 1.82232
O 3.32508 3.07912 1.13952
O 3.57985 0.41356 -1.56786
O 2.49895 -2.21999 0.58029
O 1.72336 -1.91260 -1.03144
O -3.15606 5.35630 -0.16565
O -6.16541 -1.64353 -0.86698
*
```

=====

The most stable arrangement is entry i, and the next structure is 4.0 kcal/mol less stable.

=====

Entry i
ORCA calculation (the ωB97M-V functional and the def2-TZVPD basis) on a molecular structure, H16O8.

Output
Kohn-Sham gap, eV: 8.3
HOMO level, eV: -8.327
LUMO energy, eV: -0.08

```
! wB97M-V def2-TZVPD RIJCOSX def2/J DEFGRID3
* xyz 0 1
O 1.87284 -1.17315 0.24249
H 0.98574 -1.40007 -0.03639
H 1.82696 -1.15635 1.19844
O 0.44543 -0.90127 -0.89058
H 1.16556 -1.29427 -1.38372
H -0.34350 -1.29544 -1.26268
O 0.59575 2.20550 2.02216
H 0.67859 1.48838 1.39359
H 1.23149 1.99880 2.70725
O -0.16116 0.61856 0.38545
H -0.42507 0.01327 -0.30753
H 0.70512 0.31269 0.65420
O 1.90160 1.03468 0.82436
H 2.48534 0.49924 1.36175
H 2.45564 1.74668 0.50448
O -1.86643 0.02106 0.99490
H -0.96084 0.23729 0.77270
H -2.38262 0.37764 0.27198
O -1.15946 -1.64205 -1.83407
H -1.30948 -0.82744 -1.35435
H -1.74631 -2.27541 -1.42093
O -1.82700 0.38295 -1.27463
H -1.45703 0.87479 -2.00773
H -2.71115 0.15395 -1.56113
*
```

=====

Entry ii
ORCA calculation (the ωB97M-V functional and the def2-TZVPD basis) on 8 unconnected molecules or ions with the total composition H16O8.

Output
Kohn-Sham gap, eV: 10.6
HOMO level, eV: -10.564
SMILES string: O.O.O.O.O.O.O.O
LUMO energy, eV: 0.01

```
! wB97M-V def2-TZVPD RIJCOSX def2/J DEFGRID3
* xyz 0 1
O -0.01187 0.90075 3.69162
H 0.82613 1.07675 4.17562
H 0.21713 0.75475 2.80962
O -0.16087 0.34675 0.99462
H 0.51412 0.84475 0.51262
H -1.03587 0.55675 0.63162
O -2.84488 0.14775 -0.05838
H -3.55588 0.45975 -0.65738
H -3.04187 -0.77925 0.18562
O 1.93813 1.75275 0.14362
H 2.67813 1.37675 0.60562
H 2.30913 2.18175 -0.66138
O 2.09813 -1.41425 -0.28138
H 2.10913 -2.00125 0.50862
H 2.94913 -1.02825 -0.18838
O 0.85913 1.15175 -2.35338
H 0.09013 0.56875 -2.43438
H 1.12513 0.92975 -1.44838
O -0.67287 -2.44825 0.54962
H -0.28388 -1.57325 0.53162
H -0.94487 -2.59625 -0.33738
O -1.32488 -0.41825 -2.36838
H -2.05588 -0.40725 -2.99138
H -1.77988 -0.38325 -1.56038
*
```

=====

The most stable arrangement is entry ii, and the next structure is 385.6 kcal/mol less stable.